No. 1
The following is a quantum chemistry calculation of a 6-piece molecular cluster, C24H32N4O2 overall in a non-equilibrium geometry, from the OMol25 dataset.

The calculation puts the energy above the lowest of the compared OMol25 structures with the same formula, charge and spin at 497.20 kJ/mol. The value obtained for the orbital gap is 10.16 eV. The LUMO energy comes out at 0.5575 eV. As for the SMILES: c1ccncc1.c1ccncc1.c1ccncc1.c1ccncc1.CCO.CCO.

Geometry as ORCA input:
```
! RIJCOSX wB97M-V def2-TZVPD def2/J DEFGRID3
* xyz 0 1
N 0.581 -3.266 4.363
C 0.065 -4.250 5.206
C -0.902 -5.119 4.766
C -1.409 -5.000 3.518
C -0.930 -3.996 2.655
C 0.119 -3.187 3.092
H 0.529 -4.390 6.171
H -1.137 -5.906 5.467
H -2.155 -5.701 3.172
H -1.314 -4.010 1.645
H 0.612 -2.463 2.460
N 0.037 0.876 -0.994
C -0.648 -0.198 -0.586
C -0.969 -0.522 0.764
C -0.498 0.337 1.735
C 0.141 1.469 1.361
C 0.431 1.725 0.012
H -0.942 -0.839 -1.404
H -1.493 -1.432 1.015
H -0.627 0.079 2.775
H 0.611 2.087 2.112
H 1.057 2.549 -0.295
N 2.920 4.909 0.370
C 2.863 5.362 -0.919
C 1.710 5.974 -1.422
C 0.590 6.092 -0.611
C 0.620 5.566 0.701
C 1.785 5.005 1.165
H 3.763 5.364 -1.516
H 1.678 6.394 -2.417
H -0.267 6.569 -1.065
H -0.187 5.638 1.416
H 1.912 4.593 2.156
N -2.863 -3.398 -1.028
C -3.311 -2.122 -1.249
C -3.233 -1.514 -2.504
C -2.566 -2.201 -3.581
C -2.157 -3.499 -3.266
C -2.350 -4.109 -2.056
H -3.615 -1.546 -0.387
H -3.628 -0.520 -2.653
H -2.441 -1.676 -4.516
H -1.708 -4.006 -4.108
H -2.010 -5.115 -1.862
C -0.940 0.999 -5.659
C -0.941 1.226 -4.109
O 0.196 0.508 -3.684
H -0.999 -0.050 -5.950
H -0.092 1.457 -6.168
H -1.834 1.484 -6.051
H -1.803 0.836 -3.568
H -0.793 2.284 -3.894
H 0.295 0.681 -2.745
C 2.865 -0.576 1.925
C 2.950 0.503 2.988
O 4.255 0.410 3.506
H 3.402 -0.447 0.986
H 1.903 -0.806 1.466
H 3.108 -1.585 2.258
H 2.116 0.386 3.680
H 2.841 1.524 2.623
H 4.807 0.562 2.736
*
```

These are the Löwdin partial charges, in e, on atoms 1 to 6: 0.06, -0.12, -0.11, -0.08, -0.06, -0.15

No. 2
The following is a quantum chemistry calculation of C32H38N4O2Pt as an isolated structure, from the OMol25 dataset.

The value obtained for the orbital gap (spin up / spin down) is 5.87 / 6.24 eV. The LUMO energy (spin up / spin down) comes out at 0.0265 / -2.4741 eV.

Geometry as ORCA input:
```
! RIJCOSX wB97M-V def2-TZVPD def2/J DEFGRID3
* xyz 0 3
Pt -0.026 -0.261 -0.096
C 3.138 -1.322 2.920
C 3.574 -0.483 1.717
C 4.898 0.234 1.982
C 3.658 -1.329 0.463
C 4.555 -2.389 0.401
C 4.652 -3.177 -0.733
C 3.848 -2.910 -1.828
C 2.934 -1.862 -1.806
C 2.117 -1.545 -3.042
C 1.560 -2.796 -3.722
C 2.958 -0.720 -4.020
C 2.848 -1.081 -0.648
N 1.874 -0.039 -0.581
C 2.274 1.255 -0.902
O 3.410 1.558 -1.208
C 1.131 2.222 -0.857
C 1.139 3.521 -1.250
C -0.086 4.256 -1.222
C -1.258 3.632 -0.857
C -1.236 2.292 -0.466
N -0.019 1.655 -0.409
C -2.355 1.438 -0.158
O -3.537 1.744 -0.100
N -1.931 0.072 0.120
C -2.942 -0.909 0.342
C -3.564 -1.483 -0.773
C -4.493 -2.493 -0.555
C -4.804 -2.910 0.728
C -4.203 -2.296 1.813
C -3.267 -1.278 1.649
C -2.722 -0.615 2.907
C -2.647 0.912 2.845
C -1.388 -1.203 3.373
C -3.210 -1.063 -2.187
C -4.441 -0.918 -3.082
C -2.213 -2.045 -2.808
H 3.039 -0.693 3.806
H 3.869 -2.102 3.143
H 2.177 -1.806 2.736
H 2.811 0.279 1.558
H 5.701 -0.483 2.167
H 4.814 0.875 2.861
H 5.178 0.849 1.128
H 5.193 -2.597 1.252
H 5.360 -3.995 -0.766
H 3.936 -3.521 -2.718
H 1.270 -0.923 -2.740
H 2.343 -3.351 -4.242
H 0.808 -2.522 -4.463
H 1.097 -3.473 -3.001
H 3.832 -1.289 -4.343
H 3.312 0.199 -3.550
H 2.376 -0.457 -4.905
H 2.067 3.956 -1.592
H -0.099 5.291 -1.530
H -2.210 4.146 -0.880
H -4.989 -2.952 -1.401
H -5.535 -3.693 0.883
H -4.478 -2.590 2.819
H -3.455 -0.865 3.679
H -1.733 1.250 2.352
H -2.637 1.317 3.858
H -3.496 1.340 2.312
H -0.576 -0.920 2.701
H -1.426 -2.292 3.432
H -1.140 -0.817 4.363
H -2.735 -0.082 -2.146
H -4.877 -1.886 -3.332
H -4.160 -0.438 -4.020
H -5.207 -0.308 -2.604
H -2.656 -3.042 -2.873
H -1.295 -2.116 -2.220
H -1.941 -1.728 -3.816
N 0.029 -3.315 0.498
C -0.005 -2.172 0.270
H -0.070 -4.275 0.232
*
```

These are the Löwdin partial charges, in e, on atoms 1 to 6: 1.37, -0.06, -0.38, -0.05, -0.14, -0.03

No. 3
The following is a quantum chemistry calculation of C21H42CrF6O21P as an isolated structure in a non-equilibrium geometry, from the OMol25 dataset.

The value obtained for the orbital gap (spin up / spin down) is 8.01 / 10.73 eV. The LUMO energy (spin up / spin down) comes out at -1.8238 / -1.8251 eV.

Geometry as ORCA input:
```
! RIJCOSX wB97M-V def2-TZVPD def2/J DEFGRID3
* xyz 1 5
Cr 3.944 -20.968 -24.847
P 5.549 -18.260 -22.531
F 6.341 -17.243 -21.557
F 6.365 -19.582 -21.974
F 4.466 -18.611 -21.364
F 4.790 -19.230 -23.574
F 4.612 -17.092 -23.001
F 6.568 -18.018 -23.761
C 6.134 -22.750 -21.042
O 4.856 -22.323 -20.702
C 4.027 -21.780 -21.584
O 4.267 -21.635 -22.802
O 2.885 -21.362 -21.035
C 2.670 -21.272 -19.615
H 6.211 -23.737 -21.499
H 6.682 -22.839 -20.104
H 6.664 -22.014 -21.646
H 2.765 -22.295 -19.249
H 1.680 -20.959 -19.284
H 3.484 -20.681 -19.195
C 3.066 -23.559 -29.647
O 3.215 -23.082 -28.283
C 4.366 -22.588 -27.823
O 4.433 -22.084 -26.670
O 5.364 -22.751 -28.687
C 6.686 -22.537 -28.324
H 2.228 -24.256 -29.673
H 3.997 -24.010 -29.990
H 2.817 -22.726 -30.305
H 6.850 -21.725 -27.616
H 7.290 -22.478 -29.230
H 7.011 -23.452 -27.829
C 1.370 -24.532 -21.908
O 1.822 -23.364 -22.672
C 1.931 -23.393 -24.040
O 2.673 -22.614 -24.659
O 1.225 -24.441 -24.560
C 1.190 -24.696 -25.932
H 0.286 -24.628 -21.842
H 1.678 -24.390 -20.872
H 1.816 -25.448 -22.296
H 0.832 -25.709 -26.111
H 2.114 -24.623 -26.506
H 0.461 -24.077 -26.454
C 8.413 -19.870 -26.266
O 8.460 -20.915 -25.274
C 7.322 -21.393 -24.719
O 6.149 -21.027 -25.002
O 7.556 -22.166 -23.723
C 8.796 -22.741 -23.306
H 7.623 -19.139 -26.096
H 8.481 -20.339 -27.248
H 9.385 -19.392 -26.150
H 9.309 -23.457 -23.948
H 8.353 -23.465 -22.622
H 9.373 -22.054 -22.686
C -1.466 -21.159 -25.785
O -0.016 -21.015 -25.581
C 0.944 -20.724 -26.564
O 2.153 -20.637 -26.288
O 0.413 -20.535 -27.684
C 1.192 -20.350 -28.905
H -1.758 -21.989 -26.428
H -2.119 -20.297 -25.921
H -1.875 -21.479 -24.826
H 1.931 -21.151 -28.951
H 1.761 -19.437 -28.728
H 0.549 -20.307 -29.784
C 6.579 -18.079 -28.512
O 5.716 -18.972 -27.757
C 4.869 -18.562 -26.835
O 4.259 -19.330 -26.062
O 4.660 -17.200 -26.917
C 3.589 -16.437 -26.318
H 6.601 -17.106 -28.023
H 6.219 -18.013 -29.539
H 7.583 -18.504 -28.504
H 3.173 -15.812 -27.108
H 4.079 -15.720 -25.659
H 2.816 -17.012 -25.810
C 1.415 -16.633 -22.815
O 2.059 -17.744 -23.515
C 1.680 -19.048 -23.359
O 2.334 -19.978 -23.854
O 0.588 -19.185 -22.554
C 0.047 -20.479 -22.297
H 0.366 -16.612 -23.112
H 1.887 -15.693 -23.102
H 1.503 -16.812 -21.743
H 0.155 -21.142 -23.155
H -1.024 -20.294 -22.221
H 0.406 -20.948 -21.381
*
```

These are the Löwdin partial charges, in e, on atoms 1 to 6: 0.86, 0.17, -0.13, -0.16, -0.15, -0.19

No. 4
The following is a quantum chemistry calculation of a 3-piece molecular cluster, C6H15NO overall in a non-equilibrium geometry, from the OMol25 dataset.

The calculation puts the energy above the lowest of the compared OMol25 structures with the same formula, charge and spin at 583.89 kJ/mol. The value obtained for the orbital gap (spin up / spin down) is 7.43 / 6.71 eV. The LUMO energy (spin up / spin down) comes out at 0.8663 / 0.8783 eV.

Geometry as ORCA input:
```
! RIJCOSX wB97M-V def2-TZVPD def2/J DEFGRID3
* xyz 0 1
C -0.158 -0.063 0.096
C 1.363 0.612 -2.073
C -2.181 0.582 1.789
C -0.485 1.195 -0.244
C -0.836 -1.254 -0.501
C 0.928 -0.362 1.071
N 2.360 -0.346 -1.853
O -1.830 -0.387 2.741
H -1.133 -0.027 3.299
H 2.340 -1.171 -2.433
H 3.299 -0.006 -1.707
H 0.605 0.368 -2.804
H 1.660 1.649 -2.004
H -3.021 0.233 1.198
H -2.275 1.598 2.175
H -1.266 1.401 -0.962
H 0.007 2.044 0.209
H -1.581 -0.974 -1.245
H 1.303 0.540 1.558
H -1.328 -1.825 0.292
H -0.095 -1.909 -0.968
H 1.757 -0.839 0.534
H 0.568 -1.059 1.832
*
```

These are the Löwdin partial charges, in e, on atoms 1 to 6: -0.50, -0.15, -0.10, -0.03, -0.07, -0.07

No. 5
The following is a quantum chemistry calculation of C3H6N2O2 in the gas phase, from the OMol25 dataset.

The calculation puts the energy above the lowest of the compared OMol25 structures with the same formula, charge and spin at 174.11 kJ/mol. The value obtained for the orbital gap is 10.94 eV. The LUMO energy comes out at 0.8998 eV. As for the SMILES: [H]/N=C/OCC(N)=O.

Geometry as ORCA input:
```
! RIJCOSX wB97M-V def2-TZVPD def2/J DEFGRID3
* xyz 0 1
N -1.886 -0.262 -0.740
C -1.016 0.130 0.231
O -0.953 1.267 0.653
C -0.114 -0.961 0.806
O 1.254 -0.592 0.773
C 1.684 0.525 0.139
N 1.497 0.759 -1.084
H -2.285 0.487 -1.287
H -1.761 -1.144 -1.210
H -0.257 -1.936 0.327
H -0.356 -1.068 1.869
H 2.239 1.154 0.838
H 1.955 1.641 -1.314
*
```

These are the Löwdin partial charges, in e, on atoms 1 to 6: 0.17, -0.54, 0.06, -0.10, -0.06, -0.32

No. 6
The following is a quantum chemistry calculation of C7H10O in the gas phase in a non-equilibrium geometry, from the OMol25 dataset.

The calculation puts the energy above the lowest of the compared OMol25 structures with the same formula, charge and spin at 175.20 kJ/mol. The value obtained for the orbital gap is 8.85 eV. The LUMO energy comes out at 0.8257 eV. As for the SMILES: C=C1C=C(CO)CC1.

Geometry as ORCA input:
```
! RIJCOSX wB97M-V def2-TZVPD def2/J DEFGRID3
* xyz 0 1
C -2.083 -0.816 0.161
C -0.740 -0.212 0.045
C 0.334 -1.082 0.176
C 1.544 -0.250 -0.047
C 2.818 -0.643 -0.223
C 1.131 1.167 0.170
C -0.428 1.227 0.033
H -3.568 -0.018 -1.000
H -2.286 -1.105 1.164
H -2.125 -1.615 -0.548
H 0.303 -2.136 0.359
H 3.581 0.066 -0.266
H 3.024 -1.697 -0.186
H 1.613 1.766 -0.640
H 1.498 1.650 1.069
H -0.610 1.676 -0.917
H -0.901 1.889 0.804
O -3.107 0.133 -0.155
*
```

These are the Löwdin partial charges, in e, on atoms 1 to 6: -0.21, -0.21, 0.03, -0.33, 0.04, -0.15